DFT (wB97M-V/def2-TZVPD) results for C26H29BCdF6N10O9S3 as an isolated structure.

Last column: Löwdin charge in e.
CARTESIAN COORDINATES (ANGSTROEM)
1 H 0.28290 -3.22815 -3.75296  0.109
2 H -1.00814 -2.57714 5.88431  0.072
3 C -3.40905 -3.17928 0.52860  0.002
4 N -1.07258 2.27969 -2.84255  0.126
5 O -1.84709 1.34220 2.27972  -0.093
6 O -3.83422 2.87340 3.92682  0.056
7 H 1.54904 -5.05709 0.94646  0.067
8 C -2.71015 2.18216 1.89615  -0.334
9 C 2.05470 -2.33154 -4.61412  -0.109
10 C -2.27791 -3.62078 1.18970  -0.291
11 F 1.72339 4.91366 1.45576  0.136
12 C -3.94372 3.50901 0.36374  -0.319
13 N 1.05678 -1.13332 0.00612  0.044
14 H 2.56532 -2.23453 -3.65528  0.048
15 H 3.19415 0.53345 -1.38963  0.080
16 H -0.50933 2.99304 -3.28065  0.061
17 C -0.26404 -1.49033 4.21781  -0.287
18 N -0.55481 -1.18968 -2.58129  0.011
19 H 1.54668 0.49891 -1.96277  0.030
20 C -0.02053 -0.26258 4.79526  0.005
21 H 0.23771 -3.59272 2.36676  0.106
22 S 2.70413 3.38362 -3.32034  0.561
23 H -3.62728 -0.73715 -1.55976  0.070
24 F 3.69865 5.31874 -4.77690  0.117
25 H -1.54211 2.49081 -1.95192  0.064
26 C -0.00782 -1.17166 -3.74157  -0.640
27 C 2.50564 4.44974 0.48043  -0.681
28 N 0.55470 -0.16705 2.63402  0.051
29 N -0.93144 0.04487 -2.12312  -0.056
30 O -4.36029 4.00505 -0.67415  0.047
31 H -0.07498 2.57637 3.84327  0.078
32 N -1.41168 -2.59280 1.24785  0.024
33 C 2.79573 -2.40310 -0.58483  0.000
34 H 3.26240 -4.80958 0.57796  0.071
35 O 0.57665 4.61889 -1.28682  -0.261
36 F 3.38971 3.60863 1.01536  0.133
37 H 2.41325 -3.23908 -5.10398  0.066
38 H -4.29989 -3.74703 0.31321  0.095
39 N 0.10100 -1.41495 2.92176  0.011
40 C -3.99449 -0.85979 -0.53932  -0.025
41 C -3.68287 2.91533 2.71671  -0.307
42 H -2.84955 -5.62158 1.59258  0.072
43 N -1.94631 -1.50655 0.64662  0.047
44 H 0.03776 -2.55165 -5.36208  0.099
45 C 0.54275 -2.39276 -4.40449  -0.244
46 C 2.38716 -4.36686 1.05372  -0.040
47 H -0.21917 -3.59403 4.66471  0.068
48 O 0.92690 2.49856 -0.06332  -0.343
49 F 4.66933 5.07902 -2.85602  0.122
50 F 2.71911 6.01022 -2.97897  0.134
51 C 0.83616 1.98222 3.76132  -0.035
52 C -3.14766 -1.83734 0.20493  -0.342
53 H 2.76834 -0.52974 -2.72801  0.058
54 H -1.78502 -4.92985 2.82573  0.064
55 N 1.05347 -2.26710 0.75656  0.026
56 N 2.60386 3.14092 -1.77767  -0.288
57 O 3.69576 2.50486 -3.86698  -0.287
58 C -2.85274 2.56114 0.53585  -0.323
59 H 1.49631 2.23115 4.59504  0.069
60 C -4.50216 3.73873 1.74785  -0.287
61 C 3.48687 5.04652 -3.48157  -0.679
62 H 1.33019 2.24700 2.82654  0.057
63 H -0.22117 0.02805 5.81364  0.100
64 C 0.48082 0.53419 3.75305  -0.372
65 C -0.70861 1.00005 -2.99521  -0.704
66 B 0.01239 -2.52500 1.86100  -0.532
67 H 2.58854 -4.26154 2.12067  0.078
68 H 2.33782 -1.47713 -5.23155  0.069
69 Cd -0.69185 0.46057 0.45791  1.454
70 O -2.10756 2.05813 -0.37480  -0.164
71 O -5.43122 4.46388 2.03823  0.074
72 C 2.09269 -1.20812 -0.81120  -0.344
73 F 3.17496 5.48034 -0.04610  0.123
74 H -1.83020 -2.94101 4.36307  0.079
75 H -3.96227 0.12346 -0.07027  0.065
76 H -5.02985 -1.19942 -0.57374  0.071
77 C 2.09844 -3.04697 0.41647  -0.285
78 C -1.98846 -4.97317 1.75458  -0.035
79 C -0.85932 -2.72211 4.81469  -0.033
80 S 0.06351 0.41984 -4.45151  1.076
81 S 1.46678 3.61348 -0.79300  0.575
82 C 2.41722 -0.12548 -1.77810  -0.043
83 O 1.45311 3.53495 -4.01437  -0.308
84 H 3.68480 -2.74870 -1.08774  0.099
85 H -1.12006 -5.42940 1.27614  0.071

## Properties
Total charge = -2
HOMO-LUMO gap = 5.763 eV
ΔE to the lowest compared entry with this formula, charge and spin = 0.0 kJ/mol
DFT total energy = -4219.53244 Eh
HOMO energy = -1.9 eV